# 1
Here is a cluster of 8 separate species, C24H62N14O8 in total at a distorted geometry from OMol25. Energies are from wB97M-V/def2-TZVPD.

Structure (XYZ):
```
108
Properties=species:S:1:pos:R:3:forces:R:3:lowdin_charge:R:1
C 1.97258 1.70818 5.55754 0.5 1.7 -1.0 -0.017
C 1.68978 1.82213 4.01243 0.6 0.8 -0.1 -0.483
C 0.35948 2.57482 3.81911 0.5 1.0 0.7 -0.044
C 2.81394 2.67833 3.24344 -1.1 -0.1 -2.3 -0.122
C 4.11205 1.94992 2.97638 1.3 -1.3 0.9 -0.195
C 3.73986 0.73652 2.10443 1.0 -0.5 0.4 -0.156
C 2.81424 -0.19913 2.90065 0.6 -0.2 0.4 -0.486
C 2.51270 -1.33262 1.91009 -1.9 0.1 1.0 -0.050
C 3.59581 -0.78626 4.11473 -0.7 -0.4 0.1 -0.028
N 1.55188 0.54634 3.32788 1.1 -1.9 -0.8 -0.100
O 0.81594 -0.37819 4.17849 -0.2 0.6 -0.9 -0.029
H 3.06131 1.72667 5.80588 -0.9 -0.3 -0.1 0.085
H 1.52133 2.61350 5.98974 0.4 -0.1 0.0 0.079
H 1.40386 0.90370 5.96775 0.1 -0.8 0.3 0.065
H -0.48859 2.25520 4.46123 0.5 -0.3 -0.6 0.098
H 0.61774 3.57181 4.20130 -0.4 0.1 -0.1 0.078
H 0.10460 2.70749 2.75871 -0.1 -0.4 0.3 0.063
H 2.50001 2.92174 2.13296 -0.3 -0.4 2.1 0.133
H 2.92858 3.64928 3.70149 0.1 0.2 0.5 0.108
H 4.91466 2.49487 2.45239 -0.6 0.4 0.3 0.113
H 4.57636 1.61732 3.96588 -0.4 0.2 -1.3 0.118
H 4.62071 0.12741 1.64243 -1.3 1.0 1.2 0.158
H 3.18025 1.05418 1.23286 -0.1 0.4 -0.3 0.092
H 1.62834 -1.90079 2.29375 0.4 0.4 -0.6 0.094
H 3.32197 -2.00161 1.98397 1.1 -0.9 -0.2 0.063
H 2.39626 -0.97568 0.87477 0.0 -0.3 0.6 0.073
H 3.71087 -0.07351 4.92682 0.4 0.2 -0.2 0.051
H 4.55800 -1.18538 3.77932 0.0 0.3 0.1 0.090
H 3.06902 -1.61360 4.61427 -0.1 0.1 -0.5 0.088
H -0.08647 -0.30964 3.81820 0.3 -0.1 0.2 0.102
C -1.26874 -2.63357 -2.90000 0.5 -1.5 -1.7 -0.007
C 0.09656 -3.18227 -3.50275 0.0 0.3 0.6 -0.459
C 0.78209 -1.97945 -4.22075 0.4 -0.3 0.4 -0.021
C 1.00977 -3.78360 -2.38697 0.1 1.5 0.4 -0.129
C 0.64024 -5.20075 -1.96886 0.1 0.6 0.3 -0.210
C 0.71227 -6.02573 -3.19913 -1.3 -2.4 -1.5 -0.155
C -0.40638 -5.68644 -4.23168 0.0 0.7 -0.1 -0.486
C -0.25436 -6.43086 -5.59182 1.2 1.9 0.1 -0.034
C -1.84202 -6.00860 -3.80301 0.7 -0.8 0.7 -0.042
N -0.10492 -4.22346 -4.53195 -1.4 0.0 -0.3 -0.068
O -1.10570 -3.74364 -5.44274 0.0 0.1 -0.8 -0.077
H -1.89052 -2.22750 -3.70355 0.0 0.1 0.2 0.077
H -1.81277 -3.44889 -2.45544 -0.3 -0.4 0.2 0.069
H -1.22577 -1.87323 -2.17724 0.7 1.0 1.0 0.032
H 1.85524 -2.02066 -4.53704 -0.9 -0.6 0.5 0.100
H 0.20813 -1.74198 -5.08833 -0.4 0.0 -0.8 0.066
H 0.66266 -1.11669 -3.59591 0.2 0.6 0.6 0.050
H 2.02958 -3.72240 -2.83957 -0.5 -0.3 0.7 0.125
H 0.94677 -3.10286 -1.48300 0.3 -0.4 -1.0 0.118
H 1.32176 -5.62064 -1.22356 0.2 0.3 0.0 0.112
H -0.34908 -5.20036 -1.48012 0.2 -0.1 -0.3 0.103
H 0.73715 -7.14237 -2.97196 -0.2 1.3 -0.4 0.144
H 1.57193 -5.79115 -3.81763 0.7 -0.1 0.4 0.111
H -0.75765 -5.82490 -6.34971 0.2 0.1 0.1 0.076
H -0.78062 -7.34698 -5.62562 -0.1 -1.3 0.3 0.058
H 0.81698 -6.50541 -5.87059 -0.6 -0.2 0.1 0.093
H -1.81969 -7.11390 -3.68838 -0.3 0.5 0.0 0.089
H -2.51489 -5.77559 -4.64700 0.0 0.2 0.8 0.091
H -2.08487 -5.61569 -2.79509 -0.3 0.1 -0.8 0.073
H -1.84299 -3.24488 -5.02392 0.9 -0.8 0.3 0.084
N -0.81921 -4.01128 1.27236 -0.7 1.4 -0.1 0.155
C -1.50994 -2.79288 1.28740 -1.7 -0.3 1.3 -0.594
N -2.56197 -2.73064 2.25898 1.1 1.4 0.0 0.126
O -1.33868 -1.91706 0.44715 0.3 -0.4 0.4 -0.004
H 0.03537 -3.92123 0.76952 0.6 -0.2 -0.3 0.068
H -0.77097 -4.52154 2.13094 0.0 -0.2 0.2 0.087
H -2.81842 -1.76049 2.62630 0.4 -0.8 -1.5 0.053
H -2.39200 -3.19921 3.13756 0.3 -0.8 -0.3 0.075
N 2.09022 5.59471 -0.00539 -1.1 -0.4 1.6 0.156
C 1.34500 6.51810 -0.71875 -1.1 2.1 0.7 -0.637
N 1.78680 6.72244 -1.96847 1.7 -1.6 1.3 0.171
O 0.43730 7.29096 -0.30764 1.1 -2.4 0.4 -0.026
H 2.48611 4.80577 -0.47650 0.1 -0.1 -0.8 0.082
H 1.66602 5.18095 0.83839 0.1 0.9 -0.5 0.100
H 1.17257 7.16892 -2.56048 -1.0 1.0 -1.6 0.085
H 2.57462 6.16522 -2.22655 0.0 0.1 -0.9 0.102
N -3.32610 1.79150 -1.49576 0.1 1.5 -1.9 0.177
C -3.07478 2.43008 -2.70597 -0.4 -1.0 -0.9 -0.604
N -3.90645 3.48331 -3.05925 0.4 -0.1 -0.8 0.140
O -2.20061 1.97102 -3.48030 -1.2 1.2 1.4 -0.030
H -2.66131 1.09720 -1.33077 0.8 -1.2 0.6 0.055
H -3.98675 2.02933 -0.79347 -0.3 0.4 0.3 0.083
H -4.71445 3.72862 -2.49983 0.4 -0.2 -0.1 0.095
H -3.93619 3.76014 -4.06540 0.3 -0.5 1.6 0.127
N -2.93439 6.30716 0.69884 0.6 -1.3 -0.1 0.137
C -2.54199 4.92966 0.67569 -0.1 3.6 0.4 -0.648
N -1.28016 4.73289 0.33387 0.7 -0.8 -0.1 0.207
O -3.35789 4.09555 0.98498 -1.1 -1.9 0.2 -0.006
H -2.19813 7.01391 0.67712 -0.4 -0.4 0.1 0.085
H -3.67863 6.43290 1.36768 0.1 0.3 -0.1 0.087
H -0.85575 3.80916 0.41001 0.0 0.3 -0.3 0.064
H -0.67436 5.53232 0.33344 0.3 0.3 -0.3 0.055
N 0.02170 1.12700 -1.69863 0.1 1.1 1.2 0.182
C 0.41873 1.49701 -0.42266 1.2 0.1 2.0 -0.563
N 0.62007 0.48030 0.52650 -0.6 1.0 -2.1 0.147
O 0.67346 2.68252 -0.06482 -0.7 -1.5 -1.1 -0.068
H -0.26334 0.17482 -1.84323 -0.1 -0.1 0.0 0.067
H -0.49513 1.83924 -2.23247 0.4 -0.6 0.1 0.083
H 0.46822 -0.46375 0.22372 -0.2 -0.3 0.1 0.054
H 1.02095 0.62309 1.46758 -0.4 0.4 -0.5 0.065
N -2.19610 1.20485 1.62660 -1.9 -0.1 1.3 0.180
C -3.20463 0.86365 2.51928 1.2 -0.2 0.8 -0.549
N -4.17800 1.84454 2.59288 1.6 -1.3 -0.9 0.170
O -3.10982 -0.18315 3.24129 -0.8 2.5 -1.5 -0.056
H -2.35303 2.01747 1.04835 0.3 -0.1 -0.2 0.053
H -1.57632 0.46896 1.39493 0.7 -0.4 -0.6 0.046
H -4.80415 1.79700 3.34643 -0.8 0.1 0.9 0.085
H -3.94466 2.72048 2.12298 -0.4 -0.1 0.3 0.051
```
Positions in Å, forces in eV/Å.

Summary:
- SMILES: CC1(C)CCCC(C)(C)N1O.CC1(C)CCCC(C)(C)N1O.NC(N)=O.NC(N)=O.NC(N)=O.NC(N)=O.NC(N)=O.NC(N)=O
- ΔE to the lowest compared entry with this formula, charge and spin: 29.9 kJ/mol
- Orbital gap: 8.81 eV


# 2
Here is a structure of composition C24H63MnN3O16S4 at a distorted geometry from OMol25. Energies are from wB97M-V/def2-TZVPD.

Structure (XYZ):
```
111
Properties=species:S:1:pos:R:3:forces:R:3:mulliken_spin:R:1
Mn 2.49863 0.27079 -3.51074 -0.6 -0.8 1.4 4.887
N -0.05909 0.93339 -1.52472 -0.6 -0.5 -0.4 -0.003
O 1.08630 0.95190 -2.09989 0.2 0.4 0.3 -0.041
O -0.80826 -0.03436 -1.73225 0.5 1.1 0.0 0.038
O -0.38177 1.88486 -0.80522 0.3 -0.5 -0.3 -0.007
O 3.48037 -1.09462 -2.49366 -0.3 1.1 -1.3 0.100
H 2.80615 -1.46825 -1.92133 0.0 -0.1 0.3 0.008
C -0.24701 -2.28655 -0.36062 0.5 -1.6 0.4 -0.003
C 0.00298 -3.63576 0.38867 0.1 1.6 -0.1 0.000
N 0.11601 -3.49833 1.81923 0.5 -1.8 0.2 0.000
C -1.10079 -3.17148 2.56181 0.7 -0.2 -1.1 0.000
C -1.16963 -3.87480 3.91854 0.2 1.5 0.1 0.000
C 1.29378 -2.81800 2.31382 -0.2 1.5 -0.1 0.000
C 2.69804 -3.20588 1.87326 -0.1 -1.6 -0.7 0.000
H -0.52741 -2.64355 -1.35554 -0.4 0.9 -0.1 0.001
H 0.69565 -1.74737 -0.45621 0.0 0.1 0.0 0.002
H -0.95333 -1.65174 0.16828 -0.3 -0.1 -0.4 0.000
H -0.78849 -4.34624 0.14344 0.0 0.0 0.1 0.000
H 0.93823 -3.97656 -0.06594 0.0 -0.5 0.4 0.000
H -1.12946 -2.07665 2.68378 -0.3 0.0 0.2 0.000
H -1.96240 -3.41600 1.93747 0.1 -0.1 0.0 0.000
H -0.74753 -3.13718 4.60946 -0.3 -0.3 0.5 0.000
H -2.21998 -4.04720 4.14512 0.1 -0.2 0.4 0.000
H -0.52987 -4.74534 4.02819 -0.3 -0.3 -0.5 0.000
H 1.26337 -2.82273 3.40501 -0.1 -0.3 0.0 0.000
H 1.19084 -1.74764 2.05925 0.1 0.2 0.1 0.000
H 2.81720 -4.29280 1.76047 -0.2 -0.1 0.6 0.000
H 3.42102 -2.84928 2.59770 0.1 0.1 -0.1 0.000
H 3.00116 -2.89448 0.87122 -0.2 0.7 0.1 0.000
C 0.70527 3.92110 5.88771 -0.1 1.2 -0.6 0.000
C 1.14227 2.95271 4.79101 -0.7 -0.2 -0.2 0.000
N 0.20574 2.70135 3.68818 -1.1 -0.1 -0.1 0.000
C -0.91278 1.81491 4.05724 0.3 -0.3 0.3 0.000
C -0.46540 0.36926 4.22800 0.0 -0.2 0.4 0.000
C -0.38825 3.92669 3.12448 1.2 0.5 0.6 0.000
C -0.88226 3.79337 1.69659 -0.4 -0.7 0.8 0.000
H -0.03929 3.61246 6.61935 0.4 -0.6 0.1 0.000
H 0.23399 4.80411 5.44095 0.1 0.0 -0.1 0.000
H 1.61389 4.33914 6.32580 -0.2 -0.3 0.6 0.000
H 2.03256 3.34808 4.30629 0.2 0.0 0.3 0.000
H 1.35662 1.98370 5.24387 0.4 0.1 -0.1 0.000
H -1.45144 2.14580 4.95762 0.1 0.2 0.1 0.000
H -1.63879 1.87785 3.25032 0.0 -0.1 0.0 0.000
H -0.11486 -0.00808 3.26778 0.2 -0.2 0.1 0.000
H 0.30242 0.24394 4.99651 0.3 0.3 -0.3 0.000
H -1.23384 -0.29120 4.64056 -0.4 0.2 -0.5 0.000
H 0.38905 4.70339 3.09505 0.1 -0.2 0.1 0.000
H -1.10665 4.32591 3.85387 -0.5 0.0 -0.4 0.000
H -1.71528 3.08862 1.63803 -0.1 0.2 -0.1 0.000
H -0.09727 3.34250 1.09146 0.0 0.5 -0.2 0.000
H -1.23530 4.76980 1.37179 0.2 -0.1 -0.4 0.000
O -5.48520 0.26127 1.50114 0.4 -0.6 -0.5 0.000
S -4.41477 -0.43179 0.84341 1.7 0.6 -0.4 0.000
O -4.16132 -1.84322 1.06834 -0.4 1.2 -0.3 0.000
O -4.57259 -0.12480 -0.75410 -0.2 0.0 1.7 0.000
C -3.78335 -0.90963 -1.65104 -0.4 -1.2 -0.6 -0.001
C -4.66854 -2.03501 -2.19472 1.3 0.0 -1.1 0.000
C -2.84008 0.49974 1.08114 -1.1 0.0 -0.2 0.001
H -2.88802 -1.35223 -1.20707 -0.2 0.3 0.4 0.001
H -3.43499 -0.24165 -2.43681 -0.1 0.1 0.0 0.000
H -4.05316 -2.61210 -2.89868 0.2 -0.1 0.1 0.000
H -5.44290 -1.65591 -2.85975 -0.5 0.1 0.6 0.000
H -4.97702 -2.74176 -1.43158 -0.4 0.3 0.1 0.000
H -2.20096 0.31264 0.22069 0.2 -0.4 0.2 0.000
H -2.39868 0.30257 2.05389 0.0 -0.4 -0.1 0.000
H -3.06770 1.56507 1.02578 -0.4 -0.1 0.0 0.000
O -1.27564 -1.71748 -4.88574 0.0 -0.3 0.0 0.002
S 0.10270 -2.07227 -4.80883 0.0 -0.4 0.1 0.010
O 1.01077 -1.16065 -4.18904 0.4 0.1 -0.1 -0.043
O 0.30534 -3.46476 -4.02519 -0.2 1.6 -0.6 -0.005
C -0.82015 -4.34894 -4.03845 0.3 -2.3 0.8 0.000
C -0.50242 -5.50970 -3.06985 -0.8 1.6 0.6 0.000
C 0.66994 -2.44904 -6.45154 -0.4 -1.8 0.6 0.002
H -0.94777 -4.83406 -5.00991 -0.1 0.7 -0.3 0.000
H -1.72904 -3.89832 -3.65817 0.0 0.5 -0.4 0.000
H -0.51718 -5.08664 -2.06084 0.3 0.0 0.0 0.000
H 0.45974 -5.98620 -3.21591 -0.2 -0.3 -0.3 0.000
H -1.40729 -6.11877 -3.08066 0.5 -0.7 -0.2 0.000
H 0.54887 -3.54003 -6.46862 -0.2 0.1 -0.2 0.000
H 1.73865 -2.34788 -6.60680 -0.1 0.8 0.0 0.000
H -0.05830 -2.06721 -7.15750 0.4 0.5 -0.2 0.000
O 4.40389 0.42810 -0.03539 -0.1 0.3 0.5 0.002
S 3.86549 0.69962 1.26104 -0.2 -0.5 0.9 -0.001
O 3.39935 -0.39220 2.10619 0.3 1.2 -1.0 0.000
O 5.04629 1.45769 2.09602 -0.6 -0.4 -0.8 0.000
C 4.78859 1.59680 3.49267 0.7 0.3 0.9 0.000
C 4.76855 3.04757 3.94477 -0.4 0.1 -0.8 0.000
C 2.58125 2.01264 1.15683 1.2 -1.4 0.1 0.000
H 5.58265 1.10160 4.05733 0.1 -0.3 -0.4 0.000
H 3.86249 1.08573 3.75560 0.0 0.1 0.0 0.000
H 4.75407 3.01919 5.03315 -0.3 0.4 0.0 0.000
H 3.89590 3.52344 3.49182 -0.2 0.1 0.6 0.000
H 5.58400 3.69011 3.61071 0.4 -0.6 0.0 0.000
H 2.39375 2.09980 0.09091 -0.2 0.3 0.0 0.002
H 3.08066 2.85752 1.61777 -0.4 0.3 -0.2 0.000
H 1.71924 1.66653 1.71899 -0.1 0.2 0.0 0.000
O 1.16358 4.22067 -5.73382 0.4 -0.3 -0.1 0.002
S 0.58569 2.92267 -5.61700 -1.6 0.1 0.9 0.006
O 1.23900 1.90608 -4.81822 0.9 -0.2 -0.4 0.038
O -0.89412 3.04951 -5.00056 1.3 0.1 -1.1 0.000
C -0.96770 3.50084 -3.62815 -1.1 -0.1 1.0 0.000
C -2.35087 2.99439 -3.19461 0.3 -0.9 0.2 0.000
C 0.11877 2.26512 -7.19161 -0.2 -0.2 0.3 0.000
H -0.96947 4.59015 -3.55981 0.2 0.0 -0.4 0.000
H -0.11499 3.11395 -3.07038 -0.2 -0.2 0.1 0.001
H -2.69215 3.25448 -2.19278 0.3 0.7 -0.1 0.000
H -2.40349 1.90240 -3.14115 0.4 0.0 -0.3 0.000
H -3.05249 3.29401 -3.97119 -0.2 0.2 0.2 0.000
H -0.73679 1.61937 -7.00076 0.0 0.0 0.0 0.000
H 0.92686 1.66580 -7.60216 0.2 0.2 0.1 0.000
H -0.15208 3.09161 -7.84083 0.0 0.0 0.0 0.000
```
Positions in Å, forces in eV/Å.

Summary:
- Spin multiplicity: 6
- Expectation value of S²: 8.757
- Orbital gap (alpha / beta): 6.61 / 6.34 eV


> Number 2 is which compound?

C24H63MnN3O16S4